{
  "formula": "C42H55BN11O3STl",
  "method": "the ωB97M-V functional and the def2-TZVPD basis",
  "homo_lumo_gap_ha": [0.202, 0.159],
  "lumo_energy_ev": [-4.78, -5.96],
  "spin_multiplicity": 2,
  "total_charge": 1,
  "de_lowest_ev": 0.611,
  "homo_energy_ev": [-10.294, -10.289],
  "fmax_ev_per_a": 4.67,
  "energy_ha": -3056.5417,
  "species": ["Tl", "C", "C", "C", "C", "C", "C", "C", "N", "C", "C", "C", "C", "C", "C", "O", "C", "C", "C", "C", "C", "C", "C", "C", "C", "O", "C", "C", "C", "C", "C", "C", "H", "H", "H", "H", "H", "H", "H", "H", "H", "H", "H", "H", "H", "H", "H", "H", "H", "H", "H", "H", "H", "H", "H", "H", "H", "H", "H", "H", "H", "H", "H", "H", "H", "H", "H", "H", "H", "H", "H", "H", "C", "C", "N", "N", "C", "B", "N", "C", "C", "C", "N", "N", "C", "C", "C", "N", "N", "C", "C", "C", "N", "H", "H", "H", "H", "H", "H", "H", "H", "H", "H", "H", "H", "O", "S", "N", "C", "C", "N", "H", "H", "H"],
  "coordinates": [[12.39894, 9.12628, 15.58305], [7.37931, 13.44859, 21.93672], [7.29765, 13.47432, 20.41263], [5.81396, 13.14355, 20.07346], [7.55123, 14.95647, 20.02931], [8.27469, 12.53618, 19.68619], [9.35407, 13.01548, 18.95078], [10.24968, 12.10015, 18.35026], [11.45946, 12.52140, 17.87556], [11.96192, 13.76339, 17.62225], [11.25040, 14.76430, 16.99651], [11.94210, 15.98080, 16.61939], [13.22801, 16.20488, 17.12346], [13.89928, 15.22829, 17.83360], [13.31144, 13.90695, 17.85902], [14.00654, 12.80298, 18.18514], [15.27590, 15.38589, 18.41141], [15.63650, 16.88413, 18.62041], [15.32037, 14.69687, 19.81124], [16.31506, 14.83619, 17.40367], [11.33281, 17.05454, 15.76199], [12.01318, 18.42485, 16.02946], [9.81160, 17.08025, 16.02208], [11.56692, 16.86648, 14.28190], [9.97528, 10.63593, 18.41237], [10.62147, 9.89639, 17.62702], [8.91258, 10.20333, 19.22799], [8.10268, 11.13967, 19.82433], [8.72330, 8.71634, 19.45796], [7.69669, 8.41586, 20.57087], [10.07800, 8.16096, 19.92116], [8.12543, 7.96171, 18.19127], [6.87042, 14.33401, 22.34360], [8.42579, 13.50160, 22.31662], [6.89155, 12.55659, 22.41139], [5.15400, 14.00034, 20.27247], [5.50250, 12.29835, 20.70319], [5.69271, 12.81295, 19.04722], [6.66458, 15.52601, 20.33138], [7.58425, 15.16583, 18.93540], [8.52229, 15.30279, 20.44289], [9.61138, 14.07436, 18.89691], [10.19479, 14.59641, 16.70707], [13.65068, 17.16455, 16.84676], [14.81056, 17.48138, 19.09799], [15.99535, 17.30412, 17.68962], [16.54539, 16.81401, 19.29230], [14.58950, 15.08559, 20.54657], [16.35259, 14.77144, 20.24513], [15.14958, 13.59504, 19.80693], [16.44995, 15.59220, 16.57268], [16.09440, 13.83729, 16.99862], [17.26429, 14.77362, 17.92818], [11.97296, 18.76369, 17.07493], [11.54388, 19.20942, 15.42411], [13.10454, 18.29262, 15.76049], [9.47197, 16.94099, 17.07238], [9.32075, 16.29208, 15.46872], [9.39363, 18.03747, 15.73616], [12.62783, 16.82335, 14.00194], [11.15102, 17.78079, 13.79836], [11.08644, 15.93780, 13.90534], [7.26676, 10.87642, 20.49722], [7.86944, 8.83832, 21.53626], [7.61564, 7.29352, 20.64482], [6.76385, 8.80361, 20.22490], [10.47032, 8.69839, 20.83032], [10.86228, 8.21985, 19.14606], [10.00497, 7.03491, 20.12876], [7.22577, 8.52382, 17.88860], [7.86193, 6.93242, 18.42409], [8.86404, 7.98902, 17.30361], [14.52464, 8.24102, 10.77265], [15.32501, 9.03150, 11.57986], [14.97312, 10.37302, 11.43395], [14.06100, 10.42974, 10.48274], [13.64297, 9.14448, 10.11271], [13.26106, 11.76728, 10.09156], [11.89674, 11.85225, 10.68296], [10.79585, 12.67488, 10.38439], [9.72708, 12.32011, 11.20786], [10.24550, 11.32074, 12.05107], [11.52466, 11.06251, 11.74219], [14.05343, 13.03142, 10.49883], [15.40536, 13.18887, 10.83967], [15.48672, 14.43954, 11.51140], [14.15670, 14.95192, 11.51554], [13.31221, 14.08666, 10.84223], [13.07583, 11.76831, 8.58690], [13.27059, 12.76167, 7.63863], [12.95015, 12.24080, 6.37835], [12.46630, 10.93274, 6.68704], [12.56634, 10.65664, 7.96983], [14.70718, 7.20518, 10.49017], [16.17135, 8.89728, 12.21281], [12.81734, 8.94523, 9.43616], [10.95023, 13.42820, 9.67447], [8.72841, 12.71031, 11.21939], [9.77358, 10.69076, 12.81455], [16.15194, 12.40331, 10.74896], [16.35333, 14.83838, 11.99553], [13.81492, 15.89721, 11.84300], [13.78510, 13.71569, 7.81770], [12.99877, 12.76189, 5.46176], [12.10236, 10.20759, 6.00076], [13.02111, 10.65085, 19.03148], [12.84196, 11.46473, 17.83803], [13.20238, 11.08551, 16.48939], [9.52850, 6.68868, 13.18734], [9.74191, 7.21065, 14.52344], [9.79391, 7.81584, 15.50388], [10.32033, 5.99422, 12.97799], [9.61938, 7.48610, 12.43908], [8.53388, 6.23391, 13.11274]],
  "mulliken_charge": [0.700, -1.581, 1.658, -1.582, -1.911, -0.728, -0.097, -0.068, 0.218, -0.320, -0.128, -0.533, -0.314, -0.795, 0.937, -0.624, 2.023, -1.823, -1.545, -1.566, 2.248, -1.762, -2.048, -1.773, 0.560, -0.452, -0.302, -0.118, 1.853, -2.116, -1.410, -0.755, 0.444, 0.343, 0.336, 0.403, 0.381, 0.345, 0.489, 0.406, 0.378, 0.731, 0.676, 0.352, 0.340, 0.373, 0.456, 0.347, 0.452, 0.353, 0.343, 0.327, 0.458, 0.356, 0.501, 0.506, 0.349, 0.379, 0.482, 0.380, 0.394, 0.431, 0.318, 0.399, 0.380, 0.520, 0.314, 0.238, 0.377, 0.342, 0.481, -0.170, -0.825, -0.324, -0.800, 1.020, 0.097, 0.080, 1.102, -0.272, -1.251, -0.199, -1.083, 0.644, -0.210, -0.910, -0.581, -0.722, 0.741, -0.155, -0.828, -0.350, -1.007, 0.444, 0.552, 0.493, 0.606, 0.442, 0.507, 0.512, 0.399, 0.624, 0.385, 0.441, 0.452, -0.603, 0.887, -0.739, -0.864, 0.491, -0.581, 0.300, 0.222, 0.306]
}

***

{
  "formula": "C42H55BN6O3PdSSi",
  "method": "the ωB97M-V functional and the def2-TZVPD basis",
  "homo_lumo_gap_ha": [0.309, 0.212],
  "lumo_energy_ev": [0.59, -2.05],
  "spin_multiplicity": 3,
  "total_charge": 0,
  "de_lowest_ev": 0.568,
  "homo_energy_ev": [-7.825, -7.826],
  "fmax_ev_per_a": 1.79,
  "energy_ha": -3028.3380,
  "species": ["Pd", "C", "C", "C", "C", "N", "N", "B", "N", "N", "C", "C", "C", "C", "C", "C", "C", "C", "C", "C", "N", "N", "C", "C", "C", "C", "C", "C", "C", "C", "C", "C", "C", "C", "C", "C", "C", "C", "H", "H", "H", "H", "H", "H", "H", "H", "H", "H", "H", "H", "H", "H", "H", "H", "H", "H", "H", "H", "H", "H", "H", "H", "H", "H", "H", "H", "C", "C", "C", "C", "O", "Si", "S", "O", "C", "C", "C", "C", "O", "C", "C", "C", "C", "H", "H", "H", "H", "H", "H", "H", "H", "H", "H", "H", "H", "H", "H", "H", "H", "H", "H", "H", "H", "H", "H", "H", "H", "H", "H", "H"],
  "coordinates": [[0.01869, -3.11295, -0.52177], [2.54849, 1.03025, 2.25003], [2.36019, 0.01455, 1.18253], [3.27719, -0.39705, 0.23123], [2.61579, -1.38165, -0.52477], [1.38319, -1.50015, -0.03917], [1.21349, -0.66825, 0.97453], [-0.08561, -0.66675, 1.82053], [-1.36121, -0.76165, 0.95663], [-1.47381, -1.60215, -0.05557], [-2.68731, -1.50545, -0.59187], [-3.39931, -0.53755, 0.13613], [-2.52781, -0.09985, 1.11523], [-2.75801, 0.90085, 2.18723], [-3.06261, -2.31995, -1.73897], [-4.21531, -2.05145, -2.47817], [-4.53951, -2.81815, -3.58257], [-3.71661, -3.85745, -3.98267], [-2.57511, -4.14615, -3.25037], [-2.26221, -3.39645, -2.13477], [-0.04161, -1.98315, 2.63153], [-0.00981, -3.13585, 1.97053], [-0.00481, -4.12605, 2.86033], [-0.03101, -3.57515, 4.15393], [-0.05511, -2.20735, 3.96193], [-0.09211, -1.11825, 4.97193], [0.01419, -5.51295, 2.43403], [0.00269, -5.82355, 1.07213], [0.02119, -7.13595, 0.65153], [0.04979, -8.16315, 1.58173], [0.05649, -7.86645, 2.93443], [0.03919, -6.55295, 3.35963], [3.05159, -2.18745, -1.65947], [4.18689, -1.83305, -2.38987], [4.57619, -2.56295, -3.49617], [3.83599, -3.66115, -3.90107], [2.71889, -4.04415, -3.17487], [2.33519, -3.32325, -2.05987], [3.59859, 1.09535, 2.52613], [2.21619, 1.99595, 1.87203], [1.96839, 0.77615, 3.13233], [4.28929, -0.05635, 0.12953], [-0.13421, 0.27835, 2.51113], [-4.40401, -0.20595, -0.03027], [-3.76171, 1.30915, 2.10813], [-2.63371, 0.45365, 3.17293], [-2.03801, 1.70745, 2.08113], [-4.85891, -1.23615, -2.18647], [-5.43721, -2.60165, -4.14317], [-3.96011, -4.44425, -4.85587], [-1.93491, -4.96265, -3.55127], [-1.37691, -3.68745, -1.51037], [-0.03841, -4.09105, 5.09113], [-0.03741, -1.53885, 5.97193], [0.74479, -0.43825, 4.82843], [-1.01531, -0.54805, 4.88163], [-0.02941, -4.99565, 0.33303], [0.00729, -7.36515, -0.40397], [0.06569, -9.19015, 1.25233], [0.07059, -8.66295, 3.66183], [0.04199, -6.32225, 4.41403], [4.75909, -0.96845, -2.08767], [5.45179, -2.26475, -4.05447], [4.12319, -4.21645, -4.78047], [2.14819, -4.90935, -3.48307], [1.46379, -3.69765, -1.45417], [2.21489, 5.01835, -2.12857], [2.53759, 3.67415, -1.47147], [3.89019, 3.69095, -0.74927], [2.53099, 2.56495, -2.52367], [1.58379, 3.43125, -0.46167], [0.03999, 2.95465, -0.39007], [-0.19021, 1.05225, -1.26967], [-0.94471, 4.03035, -1.11777], [-2.06221, 3.99225, -1.99207], [-1.55451, 3.91405, -3.43577], [-2.82631, 5.30285, -1.76127], [-2.96701, 2.79175, -1.70907], [-0.24081, 2.91465, 1.21113], [-0.30381, 3.99315, 2.14183], [0.70629, 5.09015, 1.81843], [-1.71861, 4.57865, 2.12283], [-0.00281, 3.42055, 3.52973], [2.87229, 5.21345, -2.97277], [2.30499, 5.82695, -1.40517], [1.18789, 4.98285, -2.48127], [4.70619, 3.87575, -1.44167], [4.04239, 2.72965, -0.26257], [3.89499, 4.46195, 0.01683], [3.34399, 2.71585, -3.23027], [1.58739, 2.57315, -3.06157], [2.64109, 1.59445, -2.04267], [-0.98881, 4.80445, -3.69587], [-2.38831, 3.81605, -4.12607], [-0.90801, 3.04335, -3.53407], [-2.14561, 6.14615, -1.83907], [-3.27151, 5.30585, -0.76787], [-3.61481, 5.41615, -2.49827], [-2.44291, 1.87095, -1.95937], [-3.87751, 2.85355, -2.30027], [-3.22661, 2.76225, -0.65417], [0.48399, 5.54385, 0.85833], [1.70689, 4.67365, 1.76643], [0.67809, 5.85025, 2.59533], [-1.97101, 4.87005, 1.10863], [-1.77471, 5.45015, 2.77263], [-2.43441, 3.83445, 2.46233], [1.04859, 3.16645, 3.61563], [-0.58811, 2.52185, 3.69393], [-0.25391, 4.15865, 4.28763]],
  "mulliken_charge": [-1.224, -0.503, 0.568, -0.932, 0.417, 0.369, 0.639, 0.812, 1.011, 0.459, 0.221, -0.977, 0.465, -1.136, 0.295, -0.729, -0.740, -0.464, -0.868, 0.337, 0.562, -0.294, 0.349, -1.365, 0.899, -1.270, 0.218, 0.007, -1.019, -0.481, -0.681, -0.666, 0.173, -0.680, -0.811, -0.466, -0.873, 0.351, 0.565, -0.296, -0.341, 0.503, -0.532, 0.545, 0.415, 0.282, -0.211, 0.378, 0.392, 0.403, 0.446, 0.292, 0.489, 0.362, 0.158, 0.165, 1.012, 0.433, 0.376, 0.410, 0.338, 0.371, 0.402, 0.400, 0.447, 0.149, -1.372, 1.715, -1.668, -1.454, 0.714, -0.781, -0.618, -0.323, 1.876, -1.565, -1.855, -1.558, 0.748, 1.509, -1.744, -1.439, -1.486, 0.451, 0.298, 0.061, 0.411, 0.248, 0.328, 0.599, 0.165, 0.257, 0.369, 0.518, 0.170, 0.370, 0.375, 0.451, 0.319, 0.618, 0.212, 0.228, 0.205, 0.578, 0.021, 0.459, 0.334, 0.289, 0.127, 0.518]
}